Computed, not measured: a cluster of 11 separate species, H20NO13 in total at a distorted geometry, with ωB97M-V/def2-TZVPD.

Properties
* LUMO energy: 2.9 eV
* 2S+1: 1
* frontier orbital gap: 9.83 eV
* ΔE to the lowest compared entry with this formula, charge and spin: 369.80 kJ/mol
* total charge: -1

Last column: Mulliken charge in e.
Cartesian coordinates (Å):
N1 14.597 3.408 4.736  0.9444
O1 13.566 2.717 4.815  -0.7693
O2 14.523 4.580 5.072  -0.5824
O3 15.461 3.141 3.940  -0.7355
O4 12.603 5.605 3.205  -0.6224
H1 13.374 5.585 3.678  0.2827
H2 12.952 5.799 2.281  0.3095
O5 15.067 0.192 5.251  -0.6343
H3 14.666 1.003 5.099  0.3850
H4 15.076 -0.256 4.362  0.3608
O6 15.410 7.649 5.157  -0.6692
H5 16.010 7.493 6.018  0.3448
H6 15.269 6.587 5.107  0.3221
O7 12.540 1.755 7.846  -0.6560
H7 12.372 1.054 7.199  0.3058
H8 12.752 2.566 7.457  0.3833
O8 15.816 0.010 2.682  -0.6957
H9 14.845 -0.238 2.531  0.3230
H10 16.020 0.843 2.554  0.3087
O9 17.483 2.175 1.972  -0.6730
H11 18.436 2.472 2.150  0.3236
H12 16.994 2.618 2.637  0.4603
O10 12.397 4.475 7.157  -0.6726
H13 11.661 4.424 6.594  0.3109
H14 13.143 4.839 6.721  0.2549
O11 12.904 1.235 2.603  -0.5502
H15 12.021 1.092 2.794  0.2877
H16 12.861 1.881 3.407  0.3330
O12 17.237 5.401 3.928  -0.5964
H17 17.036 5.861 3.154  0.3065
H18 16.557 4.716 3.902  0.3249
O13 16.206 3.499 7.736  -0.6302
H19 15.412 4.161 7.799  0.2959
H20 15.764 2.891 8.392  0.3193

Computed, not measured: a structure of composition C34H29F5N6O9SSiV at a distorted geometry, with ωB97M-V/def2-TZVPD.

Properties
* LUMO energy (alpha / beta): 2.8 / 2.8 eV
* 2S+1: 2
* frontier orbital gap (alpha / beta): 2.78 / 5.26 eV
* ΔE to the lowest compared entry with this formula, charge and spin: 0.00 kJ/mol
* total charge: -2

Last column: Mulliken charge in e.
Cartesian coordinates (Å):
V1 0.908 -1.083 -0.650  -0.7332
C1 -2.184 -4.011 -0.743  -1.8743
C2 -0.997 -3.253 -0.174  1.2114
O1 -1.032 -2.013 -0.222  -0.3426
C3 0.056 -4.040 0.365  -1.4447
C4 1.193 -3.508 0.948  1.0623
C5 2.113 -4.348 1.796  -1.5964
N1 1.465 -2.214 0.805  1.8804
N2 2.177 -1.618 1.781  -1.0028
C6 2.030 -0.319 1.629  0.2599
O2 1.344 0.106 0.641  0.0802
C7 2.623 0.570 2.639  -0.1830
C8 3.782 0.164 3.298  -0.4807
C9 4.370 0.980 4.244  -0.7632
C10 3.801 2.206 4.555  -0.3611
C11 2.636 2.604 3.922  -0.9081
C12 2.046 1.795 2.969  -0.0782
H1 -2.961 -3.299 -1.011  0.3009
H2 -1.858 -4.541 -1.638  0.3555
H3 -2.577 -4.731 -0.031  0.4465
H4 -0.076 -5.112 0.376  0.3777
H5 1.700 -5.339 1.968  0.4405
H6 3.079 -4.427 1.297  0.2389
H7 2.267 -3.839 2.747  0.2912
H8 4.206 -0.793 3.038  0.4464
H9 5.284 0.668 4.731  0.3657
H10 4.272 2.861 5.273  0.3762
H11 2.192 3.557 4.170  0.4031
H12 1.131 2.094 2.485  0.4119
O3 -2.368 2.486 -3.713  -0.6720
C13 -1.731 1.660 -3.089  0.4952
O4 -1.078 1.963 -1.980  0.3406
C14 -1.615 0.248 -3.483  -0.3974
C15 -2.406 -0.220 -4.509  -0.6527
C16 -2.348 -1.568 -4.900  -0.7301
C17 -1.459 -2.443 -4.276  -0.2290
C18 -0.636 -2.000 -3.242  -0.3995
C19 -0.700 -0.620 -2.796  0.8318
O5 0.061 -0.254 -1.864  0.5840
N3 0.195 -2.895 -2.627  0.7377
O6 0.246 -4.098 -3.023  -0.8831
O7 0.967 -2.535 -1.659  -0.5953
N4 -3.212 -2.032 -5.903  1.0441
O8 -3.185 -3.231 -6.213  -0.6538
O9 -3.984 -1.230 -6.446  -0.6569
H13 -3.094 0.448 -5.005  0.6551
H14 -1.394 -3.478 -4.583  0.6498
F1 1.976 1.557 -2.213  -0.0860
C20 2.962 0.641 -2.158  -0.1111
C21 2.741 -0.557 -1.492  1.5873
C22 3.827 -1.421 -1.481  0.2075
F2 3.708 -2.607 -0.845  -0.3457
C23 5.051 -1.140 -2.080  -0.1758
F3 6.083 -2.014 -2.021  -0.3413
C24 5.217 0.066 -2.748  0.7465
F4 6.388 0.346 -3.365  -0.3413
C25 4.161 0.968 -2.785  -0.3496
F5 4.325 2.148 -3.425  -0.3441
C26 -2.641 4.081 -0.806  -1.2771
Si1 -0.908 3.490 -1.359  0.5628
C27 0.282 3.257 0.098  -0.5494
C28 -0.128 4.587 -2.721  -1.2763
H15 -2.710 5.163 -0.738  0.3954
H16 -2.891 3.669 0.168  0.3167
H17 -3.402 3.742 -1.503  0.3256
H18 1.274 3.632 -0.133  0.4426
H19 0.355 2.192 0.310  -0.5865
H20 -0.064 3.770 0.993  0.5869
H21 -0.077 5.639 -2.454  0.3980
H22 -0.698 4.494 -3.642  0.3264
H23 0.883 4.245 -2.930  0.2970
N5 -4.463 0.915 6.165  -0.4697
C29 -4.607 1.329 4.851  0.4171
S1 -5.900 2.325 4.493  -0.6195
C30 -3.635 0.925 3.881  0.7326
C31 -2.445 0.251 4.231  -1.2997
C32 -1.563 -0.119 3.238  -0.4553
N6 -1.758 0.105 1.946  0.0459
C33 -2.878 0.735 1.603  -0.5844
C34 -3.830 1.158 2.506  -0.9633
H24 -5.274 1.110 6.734  0.2149
H25 -4.042 0.010 6.315  0.1453
H26 -2.204 0.061 5.267  0.2905
H27 -0.639 -0.631 3.482  0.4777
H28 -3.004 0.894 0.539  0.6528
H29 -4.727 1.669 2.187  0.3577

Computed, not measured: a cluster of 2 separate species, C6H16NO in total at a distorted geometry, with ωB97M-V/def2-TZVPD.

Properties
* LUMO energy: -3.7 eV
* 2S+1: 1
* frontier orbital gap: 8.74 eV
* ΔE to the lowest compared entry with this formula, charge and spin: 223.06 kJ/mol
* total charge: +1

Last column: Mulliken charge in e.
Cartesian coordinates (Å):
C1 1.883 0.678 -0.463  -0.4501
C2 0.893 -0.343 0.032  -0.4340
C3 -0.624 0.066 -0.041  -0.5737
C4 -2.558 -1.166 1.019  -0.9629
C5 -1.661 -0.976 0.036  0.5425
C6 -1.642 -1.847 -1.207  -1.2645
N1 1.392 1.567 -1.617  -0.2631
H1 2.826 0.265 -0.883  0.3606
H2 2.113 1.512 0.367  0.2125
H3 0.946 -1.289 -0.537  0.4659
H4 1.166 -0.592 1.070  0.2520
H5 -0.857 0.748 0.807  0.3440
H6 -0.720 0.763 -0.921  0.1993
H7 -2.497 -0.615 1.971  0.2971
H8 -3.258 -2.001 0.932  0.2996
H9 -0.712 -1.626 -1.766  0.2334
H10 -1.545 -2.887 -0.936  0.3420
H11 -2.520 -1.883 -1.858  0.3508
H12 1.725 1.243 -2.526  0.3722
H13 0.362 1.540 -1.604  0.2434
H14 1.791 2.566 -1.326  0.4230
H15 0.739 1.141 3.744  0.3187
H16 1.861 1.559 2.805  0.3079
O1 0.896 1.577 2.902  -0.6166

Computed, not measured: an isolated molecule of C10H9F6N3O at a distorted geometry, with ωB97M-V/def2-TZVPD.

Properties
* LUMO energy: 0.5 eV
* 2S+1: 1
* SMILES: O=C(NCc1cccnc1)NC(C(F)(F)F)C(F)(F)F
* frontier orbital gap: 10.30 eV

Last column: Mulliken charge in e.
Cartesian coordinates (Å):
O1 0.225 -2.169 0.985  -0.6650
C1 0.629 -1.247 0.324  0.3664
N1 0.004 -0.733 -0.768  -0.0519
H1 0.184 0.224 -1.028  0.2811
C2 -1.325 -1.216 -1.122  -1.3948
C3 -2.402 -0.381 -0.483  0.7154
C4 -3.091 0.592 -1.198  -0.2949
N2 -4.015 1.373 -0.669  -0.6083
C5 -4.299 1.225 0.613  -0.2414
C6 -3.675 0.289 1.426  -0.5286
C7 -2.708 -0.528 0.866  -0.2143
H2 -2.191 -1.270 1.456  0.4892
H3 -3.940 0.201 2.468  0.3841
H4 -5.061 1.887 1.001  0.3546
H5 -2.896 0.750 -2.252  0.3376
H6 -1.414 -1.193 -2.211  0.4313
H7 -1.386 -2.248 -0.769  0.4951
N3 1.845 -0.644 0.651  -0.1501
C8 2.685 0.138 -0.200  -0.3766
C9 2.610 1.637 0.186  0.8015
F1 3.339 2.413 -0.616  -0.2651
F2 1.340 2.055 0.077  -0.2717
F3 2.995 1.863 1.437  -0.2723
C10 4.137 -0.376 -0.119  0.6403
F4 4.604 -0.361 1.129  -0.2527
F5 4.973 0.334 -0.875  -0.2553
F6 4.196 -1.640 -0.546  -0.2660
H8 2.373 0.054 -1.251  0.5600
H9 2.264 -1.028 1.488  0.2523

Computed, not measured: an isolated molecule of C3H9N3O at a distorted geometry, with ωB97M-V/def2-TZVPD.

Properties
* LUMO energy: 1.0 eV
* 2S+1: 1
* SMILES: CO/N=C(\C)NN
* frontier orbital gap: 9.67 eV
* ΔE to the lowest compared entry with this formula, charge and spin: 688.28 kJ/mol

Last column: Mulliken charge in e.
Cartesian coordinates (Å):
C1 2.599 -0.854 -0.232  -0.5852
C2 -0.431 0.435 -0.166  0.5168
C3 -0.229 1.981 -0.015  -1.1006
H1 3.586 -0.283 -0.648  0.2290
H2 2.738 -1.686 0.383  0.3066
H3 2.120 -1.404 -1.084  0.2870
H4 -1.081 2.655 -0.455  0.3061
H5 0.816 2.430 -0.384  0.2933
H6 -0.046 2.199 0.977  0.3482
H7 -2.363 1.012 0.155  0.2635
H8 -2.513 -2.047 -0.669  0.2688
H9 -1.520 -1.836 0.797  0.2827
N1 0.397 -0.357 -0.043  -0.2705
N2 -1.846 0.056 -0.294  -0.2804
N3 -2.310 -1.322 0.236  -0.5905
O1 1.617 0.119 0.513  -0.2746

Computed, not measured: an isolated molecule of C23H31NO2, with ωB97M-V/def2-TZVPD.

Properties
* LUMO energy: 0.7 eV
* 2S+1: 1
* SMILES: C=C1CCC[C@]2(C)C[C@H]3OC(=O)[C@H](CN[C@@H](C)c4ccccc4)[C@H]3C[C@@H]12
* frontier orbital gap: 9.56 eV
* ΔE to the lowest compared entry with this formula, charge and spin: 0.00 kJ/mol

Last column: Mulliken charge in e.
Cartesian coordinates (Å):
C1 -2.656 -3.045 0.030  -1.3964
C2 -3.260 -1.956 -0.412  0.2590
C3 -4.698 -1.930 -0.852  -0.7269
H1 -5.150 -2.917 -0.741  0.3863
C4 -5.501 -0.900 -0.049  -0.6701
C5 -4.810 0.464 -0.001  -1.1032
H2 -5.366 1.121 0.670  0.4441
H3 -4.829 0.914 -0.997  0.4231
C6 -3.350 0.357 0.466  1.6550
C7 -3.303 -0.183 1.900  -2.1932
H4 -3.887 0.461 2.553  0.4454
H5 -2.283 -0.208 2.275  0.4705
H6 -3.699 -1.192 1.957  0.4766
C8 -2.659 1.739 0.453  -1.7767
C9 -1.747 1.955 -0.754  0.0612
C10 -0.658 0.867 -0.872  0.2625
H7 -0.377 0.779 -1.927  0.5754
C11 0.511 1.492 -0.111  0.2456
C12 0.222 2.985 -0.208  0.3445
O1 0.985 3.882 0.014  -0.6395
O2 -1.040 3.186 -0.602  -0.4131
H8 0.487 1.218 0.949  0.2585
C13 1.897 1.140 -0.649  -1.3870
N1 2.905 1.568 0.297  -0.2042
H9 2.797 2.566 0.459  0.3292
C14 4.263 1.284 -0.139  0.0582
C15 4.507 -0.207 -0.108  0.2903
C16 5.268 -0.828 -1.088  -0.4843
C17 5.507 -2.191 -1.035  -0.6177
C18 4.980 -2.948 -0.003  -0.3603
C19 4.217 -2.336 0.977  -0.7764
C20 3.986 -0.973 0.927  0.0631
H10 3.389 -0.486 1.682  0.4018
H11 3.803 -2.923 1.784  0.3956
H12 5.163 -4.012 0.036  0.3898
H13 6.103 -2.663 -1.803  0.3823
H14 5.678 -0.241 -1.898  0.3942
C21 5.247 1.980 0.803  -1.6587
H15 5.073 1.648 1.823  0.3341
H16 6.270 1.736 0.524  0.4173
H17 5.116 3.058 0.757  0.4591
H18 4.443 1.649 -1.170  0.4110
H19 1.976 0.053 -0.762  0.4951
H20 2.031 1.593 -1.650  0.2093
C22 -1.121 -0.499 -0.357  -1.7855
C23 -2.635 -0.593 -0.523  0.3505
H21 -2.862 -0.239 -1.537  0.6421
H22 -0.847 -0.626 0.690  0.4424
H23 -0.629 -1.288 -0.925  0.5846
H24 -2.340 2.056 -1.668  0.4521
H25 -2.042 1.851 1.347  0.4183
H26 -3.403 2.537 0.476  0.2741
H27 -5.645 -1.272 0.966  0.3292
H28 -6.490 -0.786 -0.497  0.4231
H29 -4.734 -1.661 -1.912  0.3091
H30 -1.629 -3.049 0.349  0.2833
H31 -3.173 -3.988 0.088  0.3464